9 unconnected molecules or ions with the total composition C28H75F6N3O16P at a distorted geometry, computed with the ωB97M-V functional and the def2-TZVPD basis.

Computed properties:
LUMO level (Ha): 0.08315
Total charge: -1
E_HOMO (hartree): -0.2300
Relative energy (zero: lowest compared OMol25 entry of this formula, charge and spin) (kJ/mol): 0.00

Structure (XYZ):
```
129
Properties=species:S:1:pos:R:3:forces:R:3:lowdin_charge:R:1
P 2.174 1.559 1.325 -1.192 -0.637 -0.380 0.210
F 3.602 2.148 0.889 -0.249 -0.243 -0.150 -0.130
F 1.412 2.916 0.942 0.926 0.962 -0.501 -0.139
F 1.871 0.905 -0.178 0.437 1.050 0.821 -0.184
F 0.711 1.100 1.816 -0.512 -1.317 0.390 -0.162
F 2.790 0.100 1.685 0.198 0.138 0.466 -0.164
F 2.460 2.042 2.861 0.200 0.045 -0.460 -0.148
C -0.929 1.295 -1.945 -0.613 0.382 1.169 -0.102
O -1.620 0.255 -2.629 0.567 -0.043 0.046 -0.180
C -0.806 -0.539 -3.457 0.632 0.309 -1.163 -0.237
C -1.622 -1.209 -4.548 -0.442 -0.745 0.252 -0.195
N -2.187 -2.481 -4.077 1.095 0.481 0.319 -0.068
C -2.749 -3.412 -5.032 -0.890 -0.077 1.149 -0.222
C -3.844 -2.832 -5.877 -0.379 0.471 -1.641 -0.206
O -3.401 -1.985 -6.957 -0.281 0.017 0.688 -0.204
C -2.747 -2.613 -8.020 0.409 0.279 -0.604 -0.143
H -0.381 0.978 -1.057 -0.085 -0.534 0.036 0.064
H -1.729 1.949 -1.598 0.056 0.113 0.057 0.082
H -0.204 1.932 -2.458 -0.174 -0.431 -0.976 0.088
H -0.199 -1.319 -2.985 -0.202 0.107 0.652 0.118
H -0.092 0.124 -3.959 0.084 0.073 -0.023 0.116
H -0.973 -1.467 -5.387 -0.011 0.328 -0.135 0.121
H -2.427 -0.531 -4.848 0.251 0.212 -0.383 0.119
H -2.754 -2.258 -3.271 -0.414 -0.554 -0.137 0.112
H -3.278 -4.143 -4.413 0.233 -0.328 -0.070 0.121
H -1.993 -3.961 -5.595 0.168 0.238 -0.064 0.113
H -4.481 -2.232 -5.226 0.088 0.288 -0.139 0.125
H -4.518 -3.539 -6.374 0.176 -0.627 0.380 0.117
H -2.667 -1.831 -8.776 0.284 -0.060 -0.029 0.087
H -3.241 -3.448 -8.531 -0.625 -0.086 0.492 0.083
H -1.745 -2.984 -7.782 0.092 0.168 0.222 0.078
C -8.609 4.288 0.288 -0.392 0.144 0.829 -0.105
O -7.584 4.042 1.232 0.680 -0.370 -0.210 -0.196
C -7.783 3.056 2.245 -0.397 0.570 0.599 -0.228
C -7.932 1.616 1.776 -0.062 0.394 -0.737 -0.195
N -6.722 0.926 1.286 -0.749 0.186 -0.312 -0.051
C -5.455 1.594 1.513 0.262 -0.351 -0.025 -0.210
C -4.252 0.920 0.843 -0.267 -0.619 0.485 -0.201
O -3.837 -0.163 1.676 -0.462 -0.069 -0.128 -0.207
C -2.518 -0.618 1.459 0.321 0.350 0.882 -0.099
H -8.173 4.660 -0.637 0.171 -0.311 -0.031 0.087
H -9.262 5.085 0.660 -0.087 0.049 0.092 0.080
H -9.249 3.420 0.120 0.171 -0.077 -0.273 0.073
H -8.664 3.327 2.839 -0.432 -0.134 -0.255 0.117
H -6.997 3.206 2.985 0.397 -0.089 -0.396 0.117
H -8.657 1.712 0.960 0.015 -0.369 -0.182 0.088
H -8.488 1.066 2.538 0.361 -0.129 0.282 0.113
H -6.722 -0.036 1.588 0.222 0.040 0.102 0.105
H -5.244 1.620 2.588 0.397 0.302 0.026 0.121
H -5.531 2.613 1.134 -0.031 -0.001 0.039 0.114
H -3.471 1.676 0.718 0.245 -0.094 0.117 0.110
H -4.468 0.463 -0.126 -0.283 0.495 -0.259 0.124
H -1.875 0.036 2.056 0.462 0.050 -0.437 0.083
H -2.197 -0.657 0.416 -0.179 0.145 -0.100 0.080
H -2.399 -1.606 1.906 -0.278 -0.097 -0.142 0.084
C 2.115 -3.740 2.487 -0.525 -1.405 -0.358 -0.079
O 0.887 -3.883 1.759 0.342 1.953 0.280 -0.197
C 0.826 -3.093 0.572 -0.023 -1.432 -1.588 -0.205
C -0.353 -3.739 -0.209 0.541 0.808 0.737 -0.194
N -0.051 -5.115 -0.582 -1.625 -0.066 -0.244 -0.070
C 0.821 -5.368 -1.714 1.199 0.645 2.036 -0.199
C 1.163 -6.854 -1.781 -1.220 0.054 -0.779 -0.241
O 1.608 -7.292 -0.523 -0.137 -0.142 0.142 -0.194
C 1.779 -8.693 -0.358 0.493 0.710 0.403 -0.100
H 1.888 -4.179 3.458 0.221 0.280 0.170 0.086
H 2.544 -2.743 2.575 -0.383 0.179 -0.136 0.068
H 2.819 -4.411 1.985 0.450 0.249 0.101 0.088
H 1.729 -3.264 -0.030 0.222 -0.289 0.096 0.106
H 0.817 -1.999 0.563 -0.561 0.095 1.242 0.115
H -0.682 -3.050 -0.990 0.212 -0.481 -0.566 0.101
H -1.197 -3.767 0.484 -0.031 -0.065 0.073 0.105
H 0.299 -5.536 0.268 0.185 -0.297 -0.214 0.094
H 1.754 -4.854 -1.434 0.430 0.017 -0.828 0.107
H 0.424 -4.905 -2.615 -0.074 -0.421 -0.180 0.119
H 1.884 -7.032 -2.586 0.322 -0.057 0.138 0.117
H 0.251 -7.395 -2.061 -0.099 -0.129 0.050 0.119
H 0.898 -9.312 -0.162 -0.551 0.486 -0.447 0.082
H 2.335 -8.742 0.579 0.404 -0.348 -0.251 0.086
H 2.328 -9.098 -1.210 0.180 -0.213 0.118 0.083
C 3.928 0.161 5.985 1.299 0.198 -1.426 -0.202
C 3.104 -0.707 5.045 -0.109 -0.159 -1.102 -0.268
O 1.755 -0.307 5.045 -0.540 -0.161 0.412 -0.060
O 5.326 -0.068 5.726 0.386 -1.007 0.619 -0.096
H 3.758 -0.065 7.035 -0.228 0.179 -0.011 0.117
H 3.765 1.206 5.718 -0.662 0.033 0.466 0.121
H 3.199 -1.786 5.195 -0.167 0.056 0.782 0.119
H 3.409 -0.637 3.996 0.793 0.463 0.207 0.091
H 1.675 0.327 4.326 -0.273 0.151 0.032 0.057
H 5.778 0.620 5.238 -0.519 0.310 -0.090 0.074
C 3.747 2.334 -2.841 0.096 -0.326 1.372 -0.265
C 5.174 2.097 -2.367 -0.759 -0.826 0.685 -0.237
O 5.502 2.662 -1.100 -0.079 0.718 -0.443 -0.078
O 3.551 3.634 -3.335 -0.515 -0.188 -0.928 -0.063
H 3.037 2.054 -2.049 0.146 0.587 0.506 0.097
H 3.472 1.518 -3.516 0.314 0.695 -1.067 0.115
H 5.840 2.485 -3.135 0.317 -0.086 0.219 0.119
H 5.262 1.015 -2.216 0.328 -0.161 -0.600 0.112
H 4.863 2.331 -0.455 0.117 0.023 -0.142 0.041
H 3.798 4.336 -2.718 0.071 -0.275 0.219 0.048
C -1.945 4.586 4.289 -0.740 -0.118 0.069 -0.233
C -1.193 3.934 3.149 0.772 0.129 -0.937 -0.261
O -0.108 3.233 3.717 -0.006 0.087 -0.051 -0.070
O -2.786 5.693 3.916 0.199 -0.661 -0.119 -0.079
H -1.300 4.935 5.095 0.516 -0.291 -0.212 0.119
H -2.549 3.776 4.702 -0.421 0.420 0.223 0.120
H -0.858 4.654 2.387 0.248 0.477 0.378 0.113
H -1.752 3.239 2.510 -0.722 -0.007 0.537 0.115
H 0.260 2.696 3.004 0.194 -0.101 0.254 0.026
H -2.176 6.384 3.639 -0.119 0.084 -0.078 0.075
C 5.615 -1.901 2.178 0.700 -0.368 -0.281 -0.254
C 6.996 -2.221 1.603 0.243 0.273 0.004 -0.252
O 7.355 -1.378 0.515 0.002 -0.653 0.148 -0.064
O 4.712 -1.697 1.127 -0.177 -0.048 -0.367 -0.073
H 5.667 -1.017 2.817 -0.110 -0.214 0.281 0.115
H 5.353 -2.837 2.686 -0.281 0.406 0.736 0.112
H 7.006 -3.290 1.362 0.051 0.026 -0.555 0.109
H 7.787 -2.106 2.346 -0.183 0.165 0.205 0.114
H 6.772 -1.637 -0.205 -0.116 0.332 -0.030 0.077
H 4.104 -0.989 1.374 0.015 -0.079 -0.243 0.037
C 2.112 6.213 -0.234 1.069 0.199 0.640 -0.227
C 3.596 6.066 -0.557 -0.094 -0.783 0.140 -0.223
O 3.908 6.231 -1.940 -0.322 0.127 0.216 -0.071
O 1.719 7.582 -0.416 -0.284 -0.617 -0.615 -0.071
H 2.004 5.961 0.821 -0.152 0.087 0.103 0.117
H 1.490 5.510 -0.789 0.038 0.102 -0.215 0.123
H 3.914 5.058 -0.281 0.007 -0.060 -0.131 0.113
H 4.201 6.748 0.044 -0.194 0.214 0.061 0.121
H 3.530 7.082 -2.185 0.157 0.013 -0.219 0.082
H 1.394 7.582 -1.323 -0.194 0.510 0.106 0.076
```
Positions in Å, forces in eV/Å.